No. 1
C29H71N5O5 | ωB97M-V/def2-TZVPD

For the largest force on an atom, the calculation gives 0.04891 hartree/bohr. As for the SMILES: CCO[C@H](COCCOCOCCO)NCCN.CCN(CC)CC.CCN(CC)CC.CCN(CC)CC. As for the net charge: 0. For the HOMO energy, the calculation gives -8.21 eV. As for the multiplicity: 1.

Geometry (Å):
C -5.78 -6.19 1.59
C -5.94 -4.63 1.67
O -5.60 -4.08 2.94
C -4.24 -4.24 3.28
C -3.85 -2.94 4.10
O -3.23 -3.22 5.35
C -1.85 -2.83 5.23
C -1.09 -2.97 6.59
O 0.21 -3.56 6.46
C 1.00 -2.93 5.49
O 0.98 -1.52 5.53
C 0.78 -0.94 4.26
C 2.08 -0.78 3.41
O 2.60 0.56 3.52
N -3.31 -4.38 2.16
C -2.25 -5.36 2.37
C -1.78 -5.91 0.97
N -1.57 -4.78 0.05
H -4.77 -6.38 1.18
H -5.93 -6.70 2.56
H -6.52 -6.53 0.83
H -7.03 -4.43 1.54
H -5.46 -4.12 0.81
H -4.04 -5.09 3.98
H -3.24 -2.24 3.49
H -4.80 -2.39 4.32
H -1.74 -1.77 4.91
H -1.40 -3.54 4.50
H -1.70 -3.54 7.32
H -0.98 -1.95 7.03
H 2.04 -3.29 5.65
H 0.71 -3.30 4.47
H 0.36 0.08 4.43
H 0.04 -1.48 3.63
H 2.86 -1.52 3.69
H 1.90 -0.94 2.32
H 1.91 1.11 3.14
H -2.96 -3.49 1.83
H -2.56 -6.23 2.97
H -1.33 -4.93 2.82
H -0.77 -6.35 1.16
H -2.45 -6.71 0.58
H -1.09 -5.11 -0.78
H -2.47 -4.42 -0.27
C -4.35 1.85 -1.11
C -3.53 0.95 -0.19
N -3.21 -0.34 -0.77
C -2.62 -1.26 0.20
C -1.25 -0.91 0.78
C -2.56 -0.32 -2.07
C -1.22 0.41 -2.17
H -5.29 1.37 -1.39
H -4.59 2.78 -0.60
H -3.82 2.11 -2.02
H -4.11 0.79 0.72
H -2.62 1.50 0.11
H -2.57 -2.26 -0.25
H -3.33 -1.37 1.03
H -0.45 -1.11 0.08
H -1.06 -1.53 1.66
H -1.19 0.13 1.10
H -3.25 0.12 -2.79
H -2.43 -1.35 -2.42
H -1.22 1.35 -1.62
H -1.00 0.64 -3.22
H -0.40 -0.21 -1.81
C 4.73 5.11 2.00
C 3.72 4.10 1.48
N 3.29 4.34 0.11
C 2.16 3.51 -0.29
C 2.37 1.99 -0.35
C 4.35 4.45 -0.88
C 5.30 3.25 -1.05
H 4.33 6.13 1.95
H 4.96 4.89 3.04
H 5.67 5.07 1.44
H 2.84 4.16 2.13
H 4.13 3.09 1.61
H 1.79 3.85 -1.26
H 1.34 3.71 0.42
H 2.92 1.70 -1.24
H 1.40 1.49 -0.40
H 2.89 1.60 0.53
H 4.96 5.33 -0.63
H 3.91 4.69 -1.85
H 5.59 2.81 -0.09
H 6.21 3.58 -1.55
H 4.86 2.47 -1.67
C 1.91 1.44 -4.31
C 2.51 2.81 -4.59
N 3.30 2.87 -5.80
C 4.05 4.12 -5.93
C 3.26 5.42 -6.08
C 2.65 2.41 -7.02
C 1.36 3.13 -7.45
H 2.69 0.67 -4.23
H 1.36 1.46 -3.36
H 1.20 1.13 -5.08
H 3.15 3.06 -3.74
H 1.69 3.55 -4.60
H 4.75 4.03 -6.76
H 4.68 4.21 -5.04
H 2.86 5.53 -7.09
H 3.92 6.27 -5.91
H 2.43 5.49 -5.38
H 2.42 1.35 -6.90
H 3.36 2.45 -7.84
H 0.70 3.34 -6.61
H 0.81 2.50 -8.15
H 1.58 4.07 -7.96

---

No. 2
C29H71N7O16SZn | ωB97M-V/def2-TZVPD

For the largest force on an atom, the calculation gives 0.05291 hartree/bohr. As for the net charge: 0. For the HOMO energy, the calculation gives -8.24 eV. As for the multiplicity: 1.

Geometry (Å):
C 1.85 6.05 -3.64
C 0.62 5.34 -3.12
O -0.19 5.80 -2.39
N 0.42 3.96 -3.67
H 0.33 4.04 -4.68
H 1.25 3.35 -3.43
C -0.79 3.26 -3.07
H 1.99 6.94 -3.03
H 1.76 6.42 -4.66
H 2.70 5.37 -3.57
H -0.76 2.20 -3.34
H -1.67 3.70 -3.52
H -0.70 3.41 -2.01
Zn 1.85 2.02 0.30
C -0.16 -1.33 -0.17
C 0.58 -0.03 0.00
O 1.68 -0.05 0.60
O 0.13 1.05 -0.46
H -1.23 -1.11 -0.20
H 0.08 -2.06 0.59
H 0.10 -1.79 -1.12
S 3.19 3.05 -1.68
O 2.63 2.74 -3.00
O 3.39 1.81 -0.90
O 4.38 3.87 -1.75
O 2.15 3.67 -0.82
O 3.10 -1.75 -4.51
C 2.78 -0.64 -4.11
N 3.74 0.28 -3.84
C 1.36 -0.19 -4.02
H 3.53 1.25 -3.63
H 4.70 0.01 -3.89
H 1.30 0.67 -3.33
H 0.70 -0.93 -3.56
H 0.94 0.06 -4.99
O 5.83 -1.86 1.38
C 5.27 -1.05 0.64
N 5.29 0.28 0.84
C 4.57 -1.59 -0.59
H 4.64 0.81 0.28
H 6.00 0.63 1.46
H 4.07 -2.50 -0.27
H 5.33 -1.81 -1.34
H 3.83 -0.92 -1.04
O -3.58 1.26 -3.23
C -2.91 0.30 -3.59
N -2.09 0.41 -4.66
C -2.97 -1.01 -2.83
H -2.20 1.20 -5.27
H -1.74 -0.46 -5.02
H -3.28 -0.91 -1.80
H -2.08 -1.62 -2.95
H -3.76 -1.50 -3.41
C -4.59 4.34 -4.20
O -3.96 4.84 -3.03
C -4.85 4.90 -1.93
C -4.10 4.55 -0.65
N -3.82 3.12 -0.56
C -2.65 2.93 0.30
C -2.93 3.46 1.71
O -2.52 4.81 1.87
C -2.69 5.26 3.19
H -3.88 4.53 -5.02
H -5.42 5.00 -4.47
H -4.87 3.29 -4.20
H -5.74 4.28 -2.09
H -5.24 5.92 -1.81
H -4.70 4.85 0.21
H -3.21 5.19 -0.58
H -3.71 2.72 -1.48
H -1.72 3.37 -0.06
H -2.45 1.86 0.44
H -2.42 2.92 2.53
H -4.01 3.33 1.90
H -2.01 4.78 3.91
H -3.69 5.04 3.57
H -2.56 6.34 3.16
C 7.51 -4.52 -0.06
O 6.39 -5.38 0.00
C 6.55 -6.72 -0.34
C 5.22 -7.46 -0.31
N 4.38 -7.41 -1.54
C 3.97 -6.07 -1.96
C 2.93 -5.39 -1.07
O 1.97 -6.37 -0.72
C 1.01 -5.83 0.16
H 8.40 -5.01 0.34
H 7.32 -3.60 0.49
H 7.67 -4.26 -1.11
H 7.18 -7.27 0.37
H 7.04 -6.87 -1.31
H 4.49 -7.27 0.48
H 5.44 -8.52 -0.20
H 3.47 -7.76 -1.23
H 3.81 -5.97 -3.04
H 4.87 -5.44 -1.89
H 2.48 -4.51 -1.55
H 3.44 -4.95 -0.20
H 1.53 -5.43 1.04
H 0.28 -6.55 0.54
H 0.49 -5.00 -0.32
C -4.94 0.79 9.13
O -4.20 -0.31 8.56
C -4.96 -0.99 7.60
C -4.10 -2.08 6.95
N -3.35 -1.66 5.78
C -4.07 -1.70 4.51
C -3.12 -1.40 3.36
O -2.72 -0.04 3.29
C -1.36 0.24 3.42
H -4.64 1.64 8.51
H -4.59 0.91 10.14
H -6.03 0.75 9.07
H -5.41 -0.39 6.80
H -5.81 -1.46 8.10
H -4.68 -2.97 6.69
H -3.35 -2.36 7.69
H -2.74 -0.88 5.97
H -4.86 -0.96 4.61
H -4.44 -2.71 4.31
H -3.61 -1.59 2.40
H -2.26 -2.06 3.49
H -1.12 1.28 3.65
H -0.81 0.04 2.49
H -0.88 -0.29 4.24